Entry 1:
The following is a quantum chemistry calculation of a cluster of 2 separate species, C33H32F2N in total at a distorted geometry, from OMol25.

Calculated total energy   -1530.88630 hartree
HOMO energy   -9.1 eV
Charge   +1
Frontier orbital gap   3.24 eV
ΔE to the lowest compared entry with this formula, charge and spin   0.00 kcal/mol

CARTESIAN COORDINATES (ANGSTROEM)
C: -1.511 -4.849 -2.081
H: 0.996 3.085 4.629
C: 0.208 -3.046 -1.821
H: -0.020 -3.145 5.440
C: -3.846 -4.061 -2.413
C: 0.844 -3.048 4.771
C: 2.231 0.481 -3.500
N: -3.345 -2.733 -2.678
C: 0.921 0.806 2.728
H: 1.236 0.392 -3.930
H: -0.727 -5.464 -2.534
H: 1.139 6.526 1.057
C: 0.822 -0.426 2.006
C: 1.119 5.750 1.825
H: -2.928 0.571 -1.853
H: 3.237 2.003 -4.786
H: -4.100 -4.163 -1.341
C: 4.113 0.048 -2.204
H: -1.611 -5.187 -1.040
H: 2.648 -2.103 -1.189
C: 1.300 7.577 3.584
H: 0.924 1.906 0.902
C: 2.052 -1.403 -1.778
H: 1.028 1.566 4.783
C: 0.965 2.021 1.989
H: -4.698 0.256 -3.427
F: 0.977 -0.625 6.116
H: -4.730 -1.483 -1.720
C: 1.189 6.156 3.169
H: 0.979 4.134 0.425
F: 1.214 5.508 5.442
C: 1.148 5.141 4.119
H: -2.671 -5.092 -3.887
H: 0.766 -0.382 0.917
H: 0.721 -2.577 2.062
H: -3.684 -0.719 -4.498
H: -4.775 -4.170 -2.986
C: 2.725 -0.361 -2.411
H: 5.406 1.530 -3.265
C: 1.016 3.368 2.451
H: 0.452 7.904 4.199
C: 0.967 0.692 4.153
H: -3.229 -6.096 -2.542
C: 0.661 -1.700 -1.938
C: 1.035 4.415 1.477
C: 1.049 3.795 3.818
C: 0.932 -0.557 4.745
H: 4.750 -0.396 -1.439
C: -0.319 -0.703 -2.209
C: -2.638 0.044 -2.774
C: 4.444 1.038 -3.142
C: -2.051 -2.395 -2.409
C: -2.828 -5.113 -2.802
H: 0.799 -3.865 4.047
C: 3.278 1.297 -3.958
C: 0.792 -1.654 2.643
H: 1.326 8.208 2.692
H: -2.175 0.792 -3.425
C: 0.856 -1.755 4.044
C: -1.645 -1.028 -2.449
C: -3.897 -0.487 -3.448
H: -5.229 -2.193 -3.273
H: 2.212 7.778 4.161
H: 0.935 -3.816 -1.550
H: 1.744 -3.192 5.383
C: -4.386 -1.735 -2.742
H: -0.018 0.347 -2.234
C: -1.096 -3.410 -2.099



Entry 2:
The following is a quantum chemistry calculation of a structure of composition C33H32N6OP2RuSe2, from OMol25.

Calculated total energy   -7260.50322 hartree
HOMO energy (spin up / spin down)   -13.4 / -13.5 eV
Charge   +2
Frontier orbital gap (spin up / spin down)   8.45 / 6.42 eV
ΔE to the lowest compared entry with this formula, charge and spin   0.00 kcal/mol
Spin multiplicity   5

CARTESIAN COORDINATES (ANGSTROEM)
H: -3.853 -1.351 -7.075
C: -2.961 -1.045 -5.239
C: 2.895 3.396 -1.773
C: 2.562 -3.433 4.612
C: 2.524 3.240 3.920
H: -0.628 2.141 3.363
H: -2.500 -2.629 -4.083
C: 1.852 -4.210 2.443
N: -1.998 -0.502 1.584
H: -3.411 0.274 -6.694
H: 3.653 3.743 -2.463
C: 2.634 -2.386 -0.777
N: -3.102 -2.322 -4.823
H: 4.269 1.998 4.045
H: 3.105 -5.329 3.772
C: 2.560 -4.406 3.619
H: 0.178 2.177 0.691
C: 4.349 -1.271 1.111
H: -4.155 -2.021 -2.092
P: 1.070 -0.106 -0.947
C: 3.685 -3.131 -0.270
C: 2.439 -1.080 -0.332
H: -7.131 0.447 -1.545
Se: -1.636 -0.643 4.348
N: -2.532 -0.341 0.422
H: -6.296 2.915 -2.279
C: -3.405 2.997 -2.874
C: -4.912 -1.511 -1.492
C: 0.942 2.513 0.001
H: 1.840 -4.977 1.680
C: -0.358 -0.302 0.128
H: 1.977 -2.812 -1.525
H: 0.573 -2.891 1.341
N: -3.890 0.650 -2.199
C: -4.301 1.912 -2.425
H: -2.358 2.729 -2.758
H: -3.586 3.221 -3.929
Se: 0.435 -0.723 -2.935
C: 1.339 3.842 0.011
C: 3.306 -0.515 0.602
C: -4.980 -0.077 -1.828
C: 1.144 -3.034 2.249
H: 3.068 4.153 4.122
P: 0.175 -0.578 3.067
H: 2.622 5.319 -0.861
H: 5.036 -0.836 1.826
H: 3.042 -0.086 3.584
C: -0.642 -0.473 1.474
H: 0.886 4.534 0.709
H: 0.618 4.223 3.788
C: 0.451 2.114 3.478
H: 2.950 1.387 -2.504
C: 2.501 2.071 -1.792
H: -3.446 -3.026 -5.452
C: 1.134 0.896 3.415
C: 2.314 4.282 -0.872
C: 2.510 0.855 3.619
H: 5.361 -3.161 1.067
C: 1.148 3.282 3.725
H: 3.186 0.518 0.909
N: -1.566 -0.213 -0.486
N: -3.486 -0.688 -6.417
H: 3.851 -4.140 -0.624
H: 3.101 -3.598 5.535
C: 4.536 -2.578 0.678
C: 3.202 2.030 3.872
C: 1.859 -2.257 4.428
H: -5.872 -1.998 -1.648
O: -2.374 -0.184 -4.536
H: -4.628 -1.620 -0.442
C: -6.136 0.771 -1.806
C: 1.523 1.627 -0.901
C: 1.158 -2.053 3.237
Ru: -1.945 -0.138 -2.499
H: -3.610 3.912 -2.316
H: 1.849 -1.510 5.214
C: -5.715 2.011 -2.177



Entry 3:
The following is a quantum chemistry calculation of a structure of composition C33H33BBr2N13SSeZr at a distorted geometry, from OMol25.

Calculated total energy   -10008.06530 hartree
HOMO energy   -14.4 eV
Charge   +3
Frontier orbital gap   5.32 eV
ΔE to the lowest compared entry with this formula, charge and spin   74.97 kcal/mol

CARTESIAN COORDINATES (ANGSTROEM)
H: -0.911 -0.028 2.371
C: 4.456 -3.113 -0.504
H: 5.365 -3.144 -1.092
Br: 5.155 -5.690 0.422
C: 2.530 -2.544 -3.945
B: 1.834 0.963 -2.815
N: 0.283 1.027 -2.980
H: 2.728 -4.832 1.827
H: 2.893 -3.304 -4.621
C: 0.080 -2.722 4.111
H: 1.022 1.534 2.947
N: 0.089 4.503 0.420
H: -6.477 1.574 -1.383
N: 2.496 -1.922 0.148
H: 4.230 2.898 0.789
H: 2.733 0.794 1.691
H: -0.553 5.892 -0.999
C: 4.109 -4.160 0.336
C: 0.004 3.307 1.016
N: -3.477 -0.092 0.592
C: -4.217 0.310 -0.513
C: -4.572 1.697 1.251
C: -2.890 -3.532 1.580
C: -1.431 0.470 -4.293
H: -0.537 2.148 3.529
C: -0.389 -0.940 2.627
C: -3.375 -2.245 1.542
N: -0.491 0.120 -2.295
H: -1.296 -1.133 4.557
C: 0.657 5.416 1.295
H: 0.829 6.447 1.028
H: -4.227 -1.947 2.143
C: -1.340 -2.906 -0.096
N: -4.828 1.450 -0.097
H: 3.379 -0.608 -4.687
H: -1.543 -4.903 0.624
C: -0.604 -1.553 3.839
N: 2.038 0.720 -0.293
C: 0.915 4.757 2.441
C: 2.776 1.228 0.706
N: 2.321 1.430 -1.414
H: 2.385 1.593 -3.665
H: 1.350 5.109 3.365
H: -4.989 2.545 1.773
H: -2.247 -0.942 -2.771
C: 0.998 -3.193 3.184
C: 1.167 -2.519 1.999
Se: -0.776 1.801 0.229
H: 0.971 2.808 4.177
C: 0.489 2.416 3.288
H: -0.571 -3.160 -0.832
H: -6.197 2.995 -0.356
C: 1.686 -2.709 -2.858
H: 0.156 1.923 -4.890
C: -1.501 -0.234 -3.097
C: 2.778 -1.181 -3.991
Br: -0.216 -3.647 5.689
N: 0.501 3.449 2.254
C: -2.824 -1.327 0.668
H: 1.589 -4.069 3.413
C: 2.985 -4.037 1.139
C: 2.233 -2.887 1.040
H: 3.843 -1.198 -1.228
C: -0.290 1.236 -4.183
C: 3.613 -2.025 -0.572
C: 3.211 2.379 -1.116
H: 0.345 4.523 -1.679
H: 1.262 -3.622 -2.468
C: -0.389 4.823 -0.935
H: -3.327 -4.274 2.239
H: -5.159 2.684 -1.767
N: 1.433 -1.526 -2.283
H: -2.107 0.412 -5.132
C: -5.719 2.226 -0.956
C: 3.526 2.292 0.236
N: 2.127 -0.581 -2.985
H: -1.319 4.300 -1.125
C: -3.764 0.736 1.699
N: 0.463 -1.403 1.691
H: 3.585 3.058 -1.872
Zr: 0.436 -0.666 -0.507
N: -1.757 -1.616 -0.107
S: -4.507 -0.543 -1.906
H: -3.363 0.559 2.685
C: -1.877 -3.878 0.707



Question: Number 1 is which compound?
Answer: C33H32F2N



Question: The highest calculated total energy belongs to which entry?
Answer: C33H32F2N



Question: What is the calculated total energy in the second record?
Answer: -7260.50322 hartree